*i*
A 2-piece molecular cluster, C7H14N2 overall, computed with wB97M-V/def2-TZVPD.

Geometry as XYZ:
```
23
Properties=species:S:1:pos:R:3
C -3.3608 0.7917 2.1661
C -1.6475 3.3427 0.3619
C -2.3340 1.7080 1.5035
C -0.9338 1.6783 1.6344
N -2.7565 2.7480 0.7143
N -0.4745 2.6339 0.8214
H -1.5284 4.3100 -0.1046
H 0.4745 2.9840 0.7324
H -0.3259 1.0281 2.2408
H -3.4432 -0.1867 1.6863
H -4.2549 1.3937 2.0843
H -3.0607 0.6731 3.2117
C 2.6264 -2.0687 -1.2332
C 2.3801 -1.1015 -2.4435
C 1.4605 -3.0290 -0.9013
H 3.5666 -2.6567 -1.4371
H 2.9920 -1.5407 -0.2809
H 3.3397 -0.6334 -2.6396
H 1.9295 -3.9294 -0.5390
H 1.5686 -0.3863 -2.2483
H 2.1064 -1.8077 -3.2501
H 0.7040 -2.5931 -0.2757
H 0.9718 -3.3584 -1.8039
```

Values from the calculation:
Lowest unoccupied orbital energy (alpha / beta), eV: -4.1 / -8.0
Kohn-Sham gap (alpha / beta), eV: 9.32 / 5.45
Total charge: +1
HOMO level (alpha / beta), eV: -13.448 / -13.448
Spin multiplicity: 2
Molar mass, Da: 126.203
<S²>: 0.760

natural (NBO) population analysis, charges in e, atoms 1 to 5: C -0.67; C 0.35; C 0.33; C 0.12; N -0.42

***

*ii*
A 2-piece molecular cluster, C7H14N2 overall, computed with wB97M-V/def2-TZVPD.

Geometry as XYZ:
```
23
Properties=species:S:1:pos:R:3
C 1.8301 1.3687 2.5228
C -0.0838 0.9796 1.0249
C 0.3926 1.2856 2.2734
C -1.8135 0.9175 2.4127
N -1.5085 0.6938 1.0158
N -0.7970 1.0968 3.1868
H 0.3680 1.0560 -0.0174
H -2.1179 0.3746 0.2466
H 2.2794 0.4178 2.8806
H 2.2648 1.9283 3.3064
H -2.9627 0.9969 2.6143
H 2.2811 1.6826 1.4984
C -0.0883 -1.8339 -1.9561
C 1.2147 -0.8733 -1.7815
C -1.1700 -1.0062 -2.5056
H 0.1530 -2.5333 -2.7148
H -0.3079 -2.4100 -0.9766
H 1.5610 -0.6353 -2.7162
H 1.8686 -1.3853 -1.1246
H -1.5584 -0.2400 -1.7809
H -0.5707 -0.4626 -3.3925
H 0.8671 0.0165 -1.1239
H -2.1017 -1.4348 -2.8927
```

Values from the calculation:
Lowest unoccupied orbital energy (alpha / beta), eV: -3.9 / -8.2
Kohn-Sham gap (alpha / beta), eV: 10.45 / 6.19
Total charge: +1
HOMO level (alpha / beta), eV: -14.374 / -14.374
Spin multiplicity: 2
Molar mass, Da: 126.203
<S²>: 0.758

natural (NBO) population analysis, charges in e, atoms 1 to 5: C -0.71; C 0.13; C 0.32; C 0.33; N -0.55

***

Most stable: *i*

***

*i*
H24KrO12 as an isolated structure, computed with wB97M-V/def2-TZVPD.

Geometry as XYZ:
```
37
Properties=species:S:1:pos:R:3
Kr 0.0413 0.2409 0.4550
O 1.9276 -2.7626 3.2072
H 1.2349 -2.7788 2.5468
H 2.7380 -2.6886 2.7032
O -3.4218 -2.0953 0.7243
H -3.1662 -1.9105 -0.1794
H -4.2709 -2.5306 0.6494
O -2.0034 -1.5415 -1.6862
H -1.1628 -1.9979 -1.7209
H -2.6272 -2.1579 -2.0699
O -3.2381 1.9344 0.5960
H -3.2504 1.1870 1.1940
H -3.6466 1.6072 -0.2054
O 0.3619 -3.0428 -1.3916
H 0.6755 -2.7551 -2.2490
H 1.1430 -3.0437 -0.8383
O -0.6602 0.9666 -2.7321
H 0.2838 0.9549 -2.5740
H -1.0141 0.3224 -2.1189
O -2.2200 2.9882 2.9561
H -2.5946 3.8495 3.1409
H -2.1309 2.9648 2.0033
O 2.6579 3.0706 1.9219
H 2.2955 3.2788 1.0608
H 1.9597 3.2957 2.5369
O -0.4824 -2.9380 1.7253
H -1.2236 -3.4765 2.0026
H -0.8369 -2.0504 1.6731
O 2.0664 3.3642 -0.8788
H 2.0994 2.6205 -1.4805
H 1.2930 3.8585 -1.1504
O 2.0089 1.2561 -2.4941
H 2.5567 1.3603 -3.2721
H 2.4389 0.5664 -1.9885
O 3.4543 -0.4613 -1.0306
H 3.1937 -1.3705 -0.8831
H 3.5199 -0.0850 -0.1530
```

Values from the calculation:
Lowest unoccupied orbital energy, eV: -0.5
Kohn-Sham gap, eV: 10.16
HOMO level, eV: -10.643
Molar mass, Da: 299.980

natural (NBO) population analysis, charges in e, atoms 1 to 5: Kr 0.00; O -0.95; H 0.49; H 0.45; O -0.96

***

*ii*
H24KrO12 as an isolated structure, computed with wB97M-V/def2-TZVPD.

Geometry as XYZ:
```
37
Properties=species:S:1:pos:R:3
Kr 5.4534 2.7168 -4.2339
O 2.6315 0.3456 -5.0288
H 3.0461 0.7013 -5.8148
H 3.3370 -0.1118 -4.5713
O 4.1382 0.5174 -1.2022
H 5.0440 0.7403 -0.9876
H 3.8995 -0.1560 -0.5652
O 5.6804 4.3072 -0.6626
H 5.9648 4.9994 -0.0657
H 5.5190 4.7568 -1.4921
O 5.8578 6.0560 -6.1272
H 5.1528 5.8161 -5.5258
H 5.6439 6.9469 -6.4044
O 2.8726 5.0383 -4.9989
H 2.7732 4.5738 -5.8299
H 2.2193 4.6416 -4.4226
O 7.7297 1.7913 -6.7987
H 7.5999 1.6801 -7.7405
H 7.5872 2.7254 -6.6454
O 4.7576 5.8784 -2.6998
H 4.2214 6.3030 -2.0301
H 4.1250 5.5228 -3.3239
O 6.6476 1.7617 -1.3144
H 7.5978 1.8300 -1.4074
H 6.3528 2.6642 -1.1932
O 2.8837 3.3591 -7.1270
H 2.0703 3.3857 -7.6309
H 3.5372 3.7526 -7.7053
O 7.3333 -0.7377 -5.8210
H 7.5501 0.1246 -6.1756
H 7.2862 -1.3078 -6.5885
O 4.9835 -0.6772 -4.0414
H 5.8542 -0.5550 -4.4196
H 5.0094 -0.1910 -3.2173
O 7.9701 4.3372 -5.9268
H 7.2548 4.9295 -6.1588
H 8.2278 4.6058 -5.0450
```

Values from the calculation:
Lowest unoccupied orbital energy, eV: -0.1
Kohn-Sham gap, eV: 9.88
HOMO level, eV: -9.935
Molar mass, Da: 299.980

natural (NBO) population analysis, charges in e, atoms 1 to 5: Kr 0.00; O -0.98; H 0.46; H 0.50; O -0.96

***

Most stable: *ii*

***

*i*
One molecule with the formula C4H11NS2, computed with wB97M-V/def2-TZVPD.

Geometry as XYZ:
```
18
Properties=species:S:1:pos:R:3
S 0.8443 -0.3753 -2.4723
S 1.4308 0.0802 -0.5346
C 0.4799 1.5834 -0.0759
C -0.9362 1.1032 0.0585
C -1.4034 -0.2794 0.8109
N -1.0938 -0.1881 2.2905
C -1.5636 -1.3991 3.0153
H 1.9802 -0.1712 -3.2209
H 0.6180 2.3387 -0.9411
H 0.9325 1.7149 0.7788
H -1.2441 0.9048 -0.9264
H -1.4613 1.9570 0.5184
H -2.5191 -0.4556 0.7103
H -1.0619 -1.2541 0.3325
H -0.0508 -0.2493 2.3001
H -1.5596 -2.3154 2.4621
H -2.7275 -1.1355 3.1776
H -1.1125 -1.3442 4.0329
```

Values from the calculation:
Lowest unoccupied orbital energy, eV: 0.5
Kohn-Sham gap, eV: 9.34
HOMO level, eV: -8.858
Structure (SMILES): CNCCCSS
Molar mass, Da: 137.273

natural (NBO) population analysis, charges in e, atoms 1 to 5: S -0.17; S 0.06; C -0.48; C -0.43; C -0.23

***

*ii*
One molecule with the formula C4H11NS2, computed with wB97M-V/def2-TZVPD.

Geometry as XYZ:
```
18
Properties=species:S:1:pos:R:3
N 0.7543 0.3876 1.4801
C -0.6146 0.2869 0.7616
C -1.7451 0.7026 1.6917
C -1.0225 -1.0307 0.0265
S 0.3012 -1.7284 -0.9652
S 0.4174 -0.3910 -2.7115
C 2.2236 0.1902 -2.5314
H 1.3090 -0.4267 1.1767
H 0.5276 0.1891 2.5052
H -0.4334 1.0418 0.0020
H -1.9522 0.0609 2.5471
H -2.8305 0.7506 1.3690
H -1.5796 1.7293 2.1584
H -1.9255 -0.8483 -0.5368
H -1.1454 -1.7192 0.7453
H 2.4650 0.7430 -1.5892
H 2.7901 -0.7319 -2.6738
H 2.4606 0.7945 -3.4556
```

Values from the calculation:
Lowest unoccupied orbital energy, eV: 0.4
Kohn-Sham gap, eV: 9.01
HOMO level, eV: -8.614
Structure (SMILES): CSSC[C@@H](C)N
Molar mass, Da: 137.273

natural (NBO) population analysis, charges in e, atoms 1 to 5: N -0.83; C -0.07; C -0.65; C -0.54; S 0.08

***

Most stable: *ii*

***

*i*
One molecule with the formula C3H6N2OS, computed with wB97M-V/def2-TZVPD.

Geometry as XYZ:
```
13
Properties=species:S:1:pos:R:3
C -0.2738 -0.8284 1.4079
C 0.1274 2.1607 0.0290
C 0.1068 -0.9346 -1.0183
H -1.1955 -0.7547 2.0217
H 0.5444 -0.2120 1.8207
H 0.0634 -1.8682 1.3985
H -0.1314 3.2197 -0.1190
H 0.5864 -1.8769 -0.7515
H 0.6741 -0.9727 -2.8220
N -0.6006 -0.4035 0.0590
N 0.1591 -0.3970 -2.1545
O 1.2409 1.7465 0.2539
S -1.3011 1.1210 -0.1256
```

Values from the calculation:
Lowest unoccupied orbital energy, eV: 0.8
Kohn-Sham gap, eV: 9.98
HOMO level, eV: -9.176
Structure (SMILES): [H]/N=C/N(C)SC=O
Molar mass, Da: 118.161

natural (NBO) population analysis, charges in e, atoms 1 to 5: C -0.41; C 0.23; C 0.29; H 0.21; H 0.21

***

*ii*
One molecule with the formula C3H6N2OS, computed with wB97M-V/def2-TZVPD.

Geometry as XYZ:
```
13
Properties=species:S:1:pos:R:3
C 0.4340 -1.6057 -0.1015
C 0.3009 -0.2514 -0.9347
C -0.8271 1.9873 0.0099
H 0.3093 -0.2545 1.4189
H 0.3565 -1.8574 1.9304
H -0.6266 -0.3910 -1.6758
H 1.0859 -0.1838 -1.6416
H 0.8658 1.1984 0.7459
H -1.7856 1.6884 -0.7663
N 0.2705 -1.2839 1.1507
N 0.0939 0.9166 0.0864
O -0.7433 3.0063 0.7285
S 0.2657 -2.9693 -0.9509
```

Values from the calculation:
Lowest unoccupied orbital energy, eV: 0.5
Kohn-Sham gap, eV: 9.11
HOMO level, eV: -8.630
Structure (SMILES): NC(=S)CNC=O
Molar mass, Da: 118.161

natural (NBO) population analysis, charges in e, atoms 1 to 5: C 0.08; C -0.28; C 0.55; H 0.41; H 0.40

***

*iii*
One molecule with the formula C3H6N2OS, computed with wB97M-V/def2-TZVPD.

Geometry as XYZ:
```
13
Properties=species:S:1:pos:R:3
C -1.6454 -1.5044 -0.3454
C 0.4768 -0.3397 0.0959
C -0.4964 0.8762 0.1580
H -2.2911 -0.4859 -0.6123
H -1.8785 -2.3732 -1.1305
H -2.2251 -2.0356 0.6954
H -0.4590 2.8666 -0.5713
H 0.6340 1.8371 -1.2496
H -1.8890 0.4590 1.5457
N -0.2642 1.8069 -0.8296
N -1.5754 1.1509 0.8695
O -0.2104 -1.4787 -0.1698
S 2.0411 -0.2085 0.1845
```

Values from the calculation:
Lowest unoccupied orbital energy, eV: -0.2
Kohn-Sham gap, eV: 9.08
HOMO level, eV: -9.266
Structure (SMILES): [H]/N=C(/N)C(=S)OC
Molar mass, Da: 118.161

natural (NBO) population analysis, charges in e, atoms 1 to 5: C -0.33; C 0.13; C 0.35; H 0.25; H 0.22

***

*iv*
One molecule with the formula C3H6N2OS, computed with wB97M-V/def2-TZVPD.

Geometry as XYZ:
```
13
Properties=species:S:1:pos:R:3
C 0.4660 0.6856 0.8006
C 0.2740 -1.2822 -0.9094
C 1.6529 -0.2785 0.7723
N 1.3905 -1.1544 -0.3131
N -1.4734 1.1212 -1.1637
O -2.3657 -0.8233 0.7439
S -0.8614 -0.0524 -0.0330
H 0.2208 1.3585 1.5545
H 0.1530 -2.1900 -1.5067
H 2.5133 0.2082 0.4756
H 1.7028 -0.7491 1.7571
H -1.1771 2.0412 -0.9385
H -2.4957 1.1151 -1.2397
```

Values from the calculation:
Lowest unoccupied orbital energy (alpha / beta), eV: 0.2 / 0.2
Kohn-Sham gap (alpha / beta), eV: 8.42 / 8.43
HOMO level (alpha / beta), eV: -8.272 / -8.273
Structure (SMILES): N[S@]1(=O)=CCN=C1
Molar mass, Da: 118.161

natural (NBO) population analysis, charges in e, atoms 1 to 5: C -0.73; C -0.06; C -0.27; N -0.33; N -0.99

***

Most stable: *i*